61
Properties=species:S:1:pos:R:3:mulliken_charge:R:1 method="wB97M-V/def2-TZVPD" total_energy_ev=-30434.9417 lumo_ev=-2.318 fmax_ev_per_a=2.17 total_charge=+1 relative_energy_kcal_mol=0.0 homo_lumo_gap_ev=10.55 spin_multiplicity=1
Ag 0.54 -0.59 -0.26 0.67
C -3.50 -0.23 2.00 -1.50
C -2.05 -0.39 2.24 1.02
C -1.65 -1.07 3.55 -1.33
O -1.49 -1.18 1.09 -0.35
H -3.62 0.18 1.00 0.30
H -3.97 0.43 2.72 0.39
H -4.01 -1.18 2.05 0.43
H -1.51 0.55 2.15 -0.07
H -0.55 -1.04 3.47 0.29
H -1.97 -2.11 3.52 0.33
H -1.96 -0.67 4.50 0.41
H -1.90 -2.05 1.14 0.19
C 1.37 -4.21 0.88 -1.26
C 1.40 -3.09 1.91 1.17
C 2.23 -3.45 3.11 -1.52
O 1.92 -1.84 1.35 -0.38
H 0.59 -3.87 0.17 0.19
H 1.09 -5.16 1.29 0.41
H 2.31 -4.24 0.34 0.32
H 0.40 -2.82 2.23 -0.24
H 2.42 -2.56 3.72 0.38
H 3.23 -3.81 2.86 0.40
H 1.80 -4.21 3.76 0.40
H 2.88 -1.90 1.23 0.23
C -1.82 3.27 0.69 -1.30
C -0.46 3.09 0.09 1.06
C 0.42 4.26 0.20 -1.35
O 0.18 1.88 0.72 -0.25
H -1.77 3.65 1.72 0.36
H -2.37 2.32 0.73 0.12
H -2.47 3.94 0.11 0.39
H -0.51 2.79 -0.97 -0.24
H 1.37 3.99 -0.27 0.23
H 0.53 4.50 1.26 0.40
H -0.02 5.10 -0.31 0.42
H 0.81 2.20 1.39 0.18
C -2.84 -1.59 -2.46 -1.28
C -1.77 -0.62 -2.87 0.49
C -1.96 0.79 -2.42 -0.67
O -0.51 -1.13 -2.35 -0.34
H -3.85 -1.34 -2.80 0.39
H -2.84 -1.65 -1.36 0.11
H -2.56 -2.58 -2.84 0.42
H -1.66 -0.66 -3.96 0.28
H -1.13 1.40 -2.78 0.20
H -1.99 0.81 -1.33 -0.18
H -2.93 1.13 -2.80 0.44
H -0.33 -1.96 -2.80 0.16
C 1.87 1.68 -2.82 -0.71
C 3.10 0.97 -2.37 0.50
C 4.03 2.01 -1.80 -1.35
O 2.81 -0.05 -1.38 -0.38
H 1.38 2.12 -1.91 -0.11
H 1.23 0.92 -3.29 0.14
H 2.06 2.50 -3.53 0.45
H 3.61 0.51 -3.21 0.28
H 4.29 2.74 -2.57 0.39
H 4.97 1.54 -1.52 0.42
H 3.56 2.54 -0.96 0.24
H 3.59 -0.59 -1.25 0.24